13
Properties=species:S:1:pos:R:3 method="wB97M-V/def2-TZVPD" e_tot_ev=-13199.69938 homo_lumo_gap_ev=10.721 charge=0 smiles="FC(F)C1=NOCC1" relative_energy_kcal_mol=25.6
C -0.93 -1.39 -1.00
C -0.51 -0.21 -0.16
C 0.69 1.45 0.86
C 0.83 0.02 0.44
H -1.91 -1.16 -1.50
H 1.00 1.64 1.88
H 1.16 2.19 0.19
H 1.12 -0.71 1.25
H 1.64 -0.14 -0.35
N -1.34 0.75 -0.05
O -0.76 1.75 0.71
F -0.04 -1.64 -1.96
F -0.95 -2.55 -0.30


145
Properties=species:S:1:pos:R:3 method="wB97M-V/def2-TZVPD" e_tot_ev=-373690.51042 homo_lumo_gap_ev=1.050 charge=0
C 2.67 6.95 4.06
C 1.04 6.79 3.95
N 0.57 5.34 3.78
C -0.05 5.11 2.42
C 1.08 5.33 1.23
C 1.25 3.93 0.36
C 0.14 3.71 -0.81
C -0.27 5.07 -1.65
C 0.99 5.96 -2.18
Cl -1.60 6.09 -0.79
C 1.28 2.74 1.53
C 2.03 1.36 1.08
C 1.56 0.69 -0.33
C 2.21 -0.85 -0.35
C 3.49 -0.97 -1.40
C 3.90 -2.54 -1.69
C 2.64 -3.45 -2.28
C 1.83 -2.73 -3.51
C 0.34 -3.47 -3.68
O -0.41 -3.20 -2.44
C -1.31 -4.36 -2.21
C -2.95 -4.21 -2.44
O -0.83 -5.57 -1.87
C -0.16 2.55 2.31
C 0.26 2.05 3.85
C -1.07 1.67 4.77
C -0.83 1.87 6.39
N -2.10 1.87 7.25
O 0.40 2.01 6.92
C -1.09 1.31 1.74
C -2.52 1.47 0.92
C -3.46 0.26 0.36
N -3.06 -1.16 0.59
C -1.81 -1.37 1.37
C -0.75 -0.31 2.00
N -0.89 3.86 2.28
H 2.98 7.88 4.74
H 3.23 6.00 4.47
H 3.15 7.18 3.00
H 0.58 7.27 4.92
H 0.70 7.44 3.01
H -0.10 5.08 4.56
H -0.81 6.02 2.27
H 2.15 5.51 1.74
H 0.88 6.28 0.58
H 2.33 3.94 -0.11
H -0.86 3.20 -0.49
H 0.64 2.98 -1.62
H -0.82 4.67 -2.64
H 1.98 5.35 -2.31
H 0.68 6.38 -3.26
H 1.08 6.91 -1.49
H 1.99 3.21 2.36
H 3.19 1.62 0.97
H 1.98 0.57 1.96
H 1.98 1.22 -1.28
H 0.41 0.54 -0.47
H 2.67 -1.09 0.73
H 1.39 -1.68 -0.52
H 4.43 -0.45 -0.89
H 3.19 -0.37 -2.37
H 4.78 -2.54 -2.48
H 4.33 -3.09 -0.72
H 3.09 -4.47 -2.69
H 1.91 -3.78 -1.39
H 1.60 -1.59 -3.35
H 2.48 -2.82 -4.48
H -0.18 -2.92 -4.57
H 0.54 -4.61 -3.89
H -3.27 -3.11 -2.13
H -3.52 -5.01 -1.78
H -3.25 -4.39 -3.57
H 0.89 1.04 3.80
H 0.95 2.81 4.40
H -2.05 2.20 4.42
H -1.27 0.50 4.63
H -2.09 1.08 7.93
H -2.22 2.80 7.72
H -2.92 2.57 0.66
H -4.45 0.50 -0.25
H -1.52 -2.51 1.55
H 0.23 -0.65 2.59
H -1.50 4.02 1.42
H -1.58 3.87 3.10
C -3.19 -8.13 -0.92
Cl -4.34 -7.69 -2.20
Cl -3.80 -7.63 0.67
Cl -2.87 -9.87 -0.94
H -2.25 -7.60 -1.11
O 1.26 -9.31 4.83
C 0.86 -8.35 4.18
O 0.02 -8.53 3.14
C -0.66 -7.46 2.45
C 0.22 -6.88 1.36
C 1.37 -6.97 4.48
H -1.02 -6.71 3.15
H -1.55 -7.91 1.99
H 1.13 -6.43 1.77
H -0.32 -6.11 0.80
H 0.54 -7.66 0.67
H 2.33 -6.82 3.97
H 1.52 -6.88 5.56
H 0.68 -6.18 4.20
C -4.41 7.52 -7.64
C -4.21 6.59 -6.45
N -2.81 6.42 -6.05
C -2.62 5.32 -5.09
C -3.26 5.47 -3.71
C -2.07 7.65 -5.75
C -2.61 8.55 -4.65
H -3.83 7.19 -8.51
H -5.46 7.54 -7.93
H -4.13 8.55 -7.40
H -4.61 5.61 -6.75
H -4.83 6.94 -5.62
H -1.54 5.14 -4.96
H -3.00 4.40 -5.55
H -2.70 6.17 -3.08
H -3.24 4.50 -3.20
H -4.30 5.79 -3.77
H -2.00 8.23 -6.67
H -1.03 7.39 -5.52
H -3.70 8.67 -4.70
H -2.17 9.54 -4.74
H -2.35 8.17 -3.66
Br 2.15 -11.20 8.71
C 2.34 -11.78 6.85
C 2.98 -13.15 6.78
Br 4.90 -13.05 7.10
H 2.91 -11.00 6.34
H 1.33 -11.81 6.46
H 2.88 -13.56 5.77
H 2.57 -13.86 7.50
C -0.47 2.41 -6.28
Cl -0.16 2.80 -4.59
Cl 0.28 0.87 -6.72
H -1.55 2.34 -6.44
H -0.05 3.20 -6.91
O 6.88 -2.75 -3.40
H 7.43 -2.17 -3.94
H 7.47 -3.47 -3.13
Br 2.95 -4.49 -5.26
Ca -5.44 -9.17 -0.56
F 2.35 -5.83 6.28
F 6.62 -11.87 8.52